Entry 1:
Here is a molecular structure, C14H17InN3O8SSe2 from the Open Molecules 2025 dataset. Energies are from ωB97M-V/def2-TZVPD.

Structure (XYZ):
```
46
Properties=species:S:1:pos:R:3
In -0.239 -0.099 -0.316
C 4.679 3.851 -3.983
C 3.307 3.457 -3.514
C 3.135 2.690 -2.367
C 1.870 2.306 -1.945
C 0.753 2.691 -2.670
C 0.908 3.465 -3.810
C 2.174 3.839 -4.228
S -0.904 2.177 -2.221
O -1.762 3.239 -2.679
O -1.099 0.849 -2.785
N -0.932 1.912 -0.662
C -0.466 2.883 0.296
C 0.405 2.235 1.402
O 0.740 2.941 2.340
O 0.726 0.997 1.243
H 5.400 3.807 -3.167
H 4.683 4.864 -4.388
H 5.029 3.179 -4.770
H 3.997 2.382 -1.788
H 1.791 1.717 -1.038
H 0.030 3.780 -4.357
H 2.285 4.448 -5.118
H -1.300 3.389 0.787
H 0.150 3.660 -0.171
O 1.466 -3.064 -2.739
Se 0.916 -2.528 -1.342
O 1.582 -1.037 -0.899
O 1.018 -3.553 -0.107
O -0.673 -1.950 -1.431
C -1.710 -4.238 1.501
N -2.575 -3.585 0.533
C -3.203 -4.206 -0.518
C -3.786 -3.239 -1.260
N -3.512 -2.041 -0.654
C -3.785 -0.740 -1.230
C -2.747 -2.257 0.425
Se -1.981 -0.979 1.554
H -1.849 -5.312 1.398
H -1.986 -3.927 2.507
H -0.678 -3.973 1.274
H -3.160 -5.272 -0.648
H -4.341 -3.290 -2.179
H -4.707 -0.803 -1.805
H -2.959 -0.443 -1.882
H -3.896 -0.015 -0.427
```

Summary:
Kohn-Sham gap	8.6	eV
total charge	-1
multiplicity	1
M	660.1	g mol⁻¹
energy	-6701.16410	a.u.
energy above the lowest of the compared OMol25 structures with the same formula, charge and spin	0.0	kJ/mol

***

Entry 2:
Here is a single C19H24N2O2S molecule from the Open Molecules 2025 dataset. Energies are from ωB97M-V/def2-TZVPD.

Structure (XYZ):
```
48
Properties=species:S:1:pos:R:3
C 3.439 1.646 -3.521
O 3.662 0.636 -2.570
C 2.583 -0.015 -2.048
C 1.258 0.242 -2.375
C 0.242 -0.485 -1.778
C 0.510 -1.475 -0.843
C -0.581 -2.317 -0.206
C -1.790 -1.468 0.206
N -1.354 -0.411 1.087
C -2.118 0.079 2.085
O -3.192 -0.394 2.397
C -1.510 1.229 2.828
C -1.650 1.222 4.210
C -1.136 2.244 4.987
C -0.478 3.295 4.373
C -0.351 3.331 2.996
C -0.871 2.311 2.211
S -0.767 2.373 0.439
C -0.475 4.133 0.091
N -1.001 -3.462 -1.015
C 0.005 -4.503 -1.061
C -1.464 -3.140 -2.348
C 1.843 -1.720 -0.520
C 2.865 -1.007 -1.109
H 2.846 2.468 -3.105
H 4.425 2.018 -3.794
H 2.940 1.256 -4.415
H 0.999 1.005 -3.092
H -0.776 -0.253 -2.051
H -0.172 -2.747 0.717
H -2.293 -1.037 -0.665
H -2.515 -2.081 0.745
H -0.464 0.010 0.866
H -2.178 0.395 4.659
H -1.248 2.221 6.060
H -0.063 4.099 4.963
H 0.162 4.164 2.543
H -1.181 4.740 0.649
H 0.551 4.405 0.322
H -0.651 4.246 -0.974
H -0.422 -5.376 -1.554
H 0.913 -4.205 -1.607
H 0.282 -4.784 -0.046
H -0.670 -2.748 -3.000
H -2.271 -2.413 -2.294
H -1.860 -4.050 -2.798
H 2.083 -2.479 0.211
H 3.896 -1.198 -0.856
```

Summary:
Kohn-Sham gap	8.8	eV
structure (SMILES)	COc1ccc([C@@H](CNC(=O)c2ccccc2SC)N(C)C)cc1
total charge	0
multiplicity	1
M	344.5	g mol⁻¹
energy	-1396.58145	a.u.
energy above the lowest of the compared OMol25 structures with the same formula, charge and spin	137.6	kJ/mol

***

Entry 3:
Here is a gas-phase ion, C5H11N4O (charge +1) in a non-equilibrium geometry from the Open Molecules 2025 dataset. Energies are from ωB97M-V/def2-TZVPD.

Structure (XYZ):
```
21
Properties=species:S:1:pos:R:3
C 3.883 -1.285 -0.115
N 3.035 -0.626 -0.761
C 1.934 -0.154 -0.136
C 1.440 1.032 -0.463
N 0.266 1.672 -0.166
C -0.784 1.189 0.610
N -2.115 0.700 -0.039
C -2.525 -0.554 -0.161
N -1.801 -1.526 0.278
O -3.613 -0.739 -0.908
H 3.694 -1.284 1.014
H 4.709 -1.827 -0.546
H 1.527 -0.815 0.760
H 2.010 1.398 -1.278
H 0.292 2.715 -0.358
H -0.448 0.381 1.300
H -1.252 2.071 1.356
H -2.696 1.480 -0.333
H -2.076 -2.439 -0.012
H -1.238 -1.295 1.090
H -4.240 -0.093 -1.133
```

Summary:
Kohn-Sham gap	8.0	eV
structure (SMILES)	C=N/C=C/NCNC(=[NH2+])O
total charge	+1
multiplicity	1
M	143.2	g mol⁻¹
energy	-491.05795	a.u.
energy above the lowest of the compared OMol25 structures with the same formula, charge and spin	338.7	kJ/mol

***

Entry 4:
Here is a molecular structure, C42H30Cl5N4S7V in a non-equilibrium geometry from the Open Molecules 2025 dataset. Energies are from ωB97M-V/def2-TZVPD.

Structure (XYZ):
```
89
Properties=species:S:1:pos:R:3
V 6.092 -22.397 4.053
Cl 3.827 -24.194 2.374
C 4.914 -25.078 3.403
C 5.925 -24.466 4.143
C 6.806 -25.202 4.939
Cl 8.070 -24.497 5.887
C 6.565 -26.567 5.146
Cl 7.325 -27.387 6.497
C 5.627 -27.224 4.355
Cl 5.138 -28.770 4.815
C 4.763 -26.474 3.476
Cl 3.531 -27.208 2.606
N 5.100 -22.215 5.534
S 3.940 -21.731 6.368
N 2.973 -20.516 5.871
S 3.013 -19.431 4.679
N 4.413 -19.387 3.903
S 4.992 -20.105 2.607
N 5.206 -21.609 2.670
C 6.427 -19.128 2.226
C 6.900 -18.254 3.241
C 7.991 -17.434 3.049
C 8.542 -17.414 1.736
C 8.060 -18.178 0.693
C 7.020 -19.070 0.947
C 3.959 -19.722 1.236
C 3.472 -18.407 1.137
C 2.616 -18.043 0.077
C 2.506 -18.895 -1.038
C 3.128 -20.141 -0.996
C 3.773 -20.588 0.141
C 3.009 -17.851 5.502
C 2.253 -17.730 6.659
C 2.433 -16.618 7.476
C 3.231 -15.572 7.007
C 3.861 -15.640 5.779
C 3.715 -16.788 4.976
C 1.406 -19.565 3.815
C 0.566 -18.417 3.836
C -0.814 -18.618 3.535
C -1.197 -19.898 3.131
C -0.302 -20.919 2.968
C 1.023 -20.799 3.339
C 4.319 -21.086 7.989
C 5.518 -21.365 8.547
C 5.755 -20.998 9.877
C 4.811 -20.171 10.491
C 3.548 -19.908 9.952
C 3.309 -20.414 8.670
C 2.912 -23.028 6.835
C 3.521 -24.271 7.113
C 2.790 -25.438 7.148
C 1.414 -25.354 6.784
C 0.782 -24.116 6.776
C 1.520 -22.951 6.750
H 6.313 -18.234 4.165
H 8.397 -16.861 3.856
H 9.495 -16.895 1.525
H 8.526 -18.140 -0.282
H 6.646 -19.731 0.179
H 3.802 -17.594 1.729
H 2.028 -17.076 0.094
H 1.927 -18.655 -1.907
H 3.134 -20.822 -1.845
H 4.285 -21.558 0.106
H 1.555 -18.534 7.017
H 1.982 -16.603 8.527
H 3.294 -14.628 7.613
H 4.271 -14.746 5.350
H 4.246 -16.854 3.996
H 0.939 -17.425 4.100
H -1.561 -17.828 3.596
H -2.265 -20.010 2.911
H -0.577 -21.854 2.500
H 1.705 -21.678 3.378
H 6.347 -21.787 8.016
H 6.723 -21.275 10.331
H 5.038 -19.818 11.514
H 2.769 -19.383 10.521
H 2.364 -20.293 8.159
H 4.555 -24.296 7.440
H 3.273 -26.430 7.189
H 0.823 -26.296 6.668
H -0.307 -24.025 6.771
H 1.013 -21.979 6.623
S 7.477 -23.145 2.039
S 9.069 -23.492 3.229
S 9.398 -21.643 4.168
S 7.550 -21.094 4.976
```

Summary:
Kohn-Sham gap (alpha / beta)	4.3 / 4.3	eV
total charge	0
multiplicity	3
M	1043.4	g mol⁻¹
energy	-7869.39737	a.u.
energy above the lowest of the compared OMol25 structures with the same formula, charge and spin	238.1	kJ/mol

***

Entry 5:
Here is a gas-phase ion, C4H11NOS2 (charge +1) in a non-equilibrium geometry from the Open Molecules 2025 dataset. Energies are from ωB97M-V/def2-TZVPD.

Structure (XYZ):
```
19
Properties=species:S:1:pos:R:3
S 0.389 0.971 -3.040
S -0.089 -0.219 -1.501
C 0.459 0.507 0.057
C 0.220 -0.504 1.202
C -1.237 -0.920 1.561
O -1.568 -1.969 0.710
N 0.971 0.020 2.323
C 0.339 0.964 3.216
H 1.608 0.508 -3.359
H -0.136 1.391 0.292
H 1.509 0.782 -0.018
H 0.670 -1.438 0.978
H -1.227 -1.365 2.560
H -1.979 -0.119 1.634
H -1.680 -1.677 -0.204
H 1.540 -0.673 2.802
H 0.364 1.953 2.759
H 0.922 1.033 4.136
H -0.621 0.635 3.627
```

Summary:
Kohn-Sham gap (alpha / beta)	9.9 / 4.9	eV
total charge	+1
multiplicity	2
M	153.3	g mol⁻¹
energy	-1085.03038	a.u.
energy above the lowest of the compared OMol25 structures with the same formula, charge and spin	153.0	kJ/mol

***

Entry 6:
Here is 2 unconnected molecules or ions with the total composition C34H36N2O3 in a non-equilibrium geometry from the Open Molecules 2025 dataset. Energies are from ωB97M-V/def2-TZVPD.

Structure (XYZ):
```
75
Properties=species:S:1:pos:R:3
C -2.568 -0.340 -2.900
C -2.690 1.110 -2.640
C -1.440 1.850 -2.605
C -1.433 3.265 -3.087
O -0.404 1.305 -2.184
C -4.012 1.802 -2.910
C -4.994 1.129 -3.831
O -4.331 2.848 -2.309
H -3.469 -0.886 -2.592
H -2.347 -0.561 -3.965
H -1.693 -0.706 -2.350
H -2.385 3.745 -2.823
H -0.583 3.796 -2.645
H -1.329 3.211 -4.183
H -4.554 0.279 -4.351
H -5.856 0.804 -3.237
H -5.354 1.843 -4.575
C 4.287 -2.005 0.417
N 3.558 -0.788 0.722
C 4.223 0.397 0.901
O 5.442 0.528 0.925
C 3.154 1.480 1.058
C 3.434 2.660 0.130
C 3.415 2.234 -1.321
C 4.566 1.717 -1.928
C 4.502 1.207 -3.220
C 3.291 1.228 -3.915
C 2.188 1.881 -3.369
C 2.235 2.353 -2.061
N 1.906 0.753 0.823
C 0.680 1.324 0.821
C -0.470 0.634 0.437
C -1.801 1.074 0.309
C -2.888 0.255 0.800
C -2.895 -0.484 2.029
C -3.819 -1.505 2.220
C -4.719 -1.866 1.200
C -4.693 -1.170 -0.011
C -3.935 -0.014 -0.108
C 2.112 -0.672 0.551
C 1.346 -1.554 1.469
C 1.754 -1.819 2.723
C 0.915 -2.492 3.695
C 1.376 -2.685 5.020
C 0.573 -3.298 5.974
C -0.707 -3.767 5.617
C -1.176 -3.592 4.312
C -0.382 -2.949 3.358
H 5.349 -1.879 0.669
H 3.873 -2.840 0.994
H 4.196 -2.243 -0.654
H 3.211 1.808 2.109
H 2.693 3.445 0.331
H 4.435 3.053 0.382
H 5.490 1.683 -1.345
H 5.403 0.791 -3.674
H 3.207 0.744 -4.890
H 1.269 2.017 -3.941
H 1.344 2.765 -1.587
H 0.632 2.367 1.139
H -0.321 -0.402 0.150
H -2.067 1.992 -0.208
H -2.172 -0.235 2.821
H -3.850 -2.051 3.172
H -5.451 -2.652 1.361
H -5.277 -1.507 -0.874
H -4.054 0.671 -0.950
H 1.851 -0.912 -0.500
H 0.395 -1.891 1.072
H 2.759 -1.512 3.039
H 2.384 -2.332 5.273
H 0.933 -3.418 6.998
H -1.330 -4.271 6.357
H -2.165 -3.952 4.017
H -0.764 -2.796 2.350
```

Summary:
Kohn-Sham gap	4.7	eV
total charge	0
multiplicity	1
M	520.7	g mol⁻¹
energy	-1652.28581	a.u.
energy above the lowest of the compared OMol25 structures with the same formula, charge and spin	20.6	kJ/mol

***

Entry 7:
Here is a molecular structure, C13H16N4O3 in a non-equilibrium geometry from the Open Molecules 2025 dataset. Energies are from ωB97M-V/def2-TZVPD.

Structure (XYZ):
```
36
Properties=species:S:1:pos:R:3
C 1.152 4.683 -1.767
C 2.149 3.625 -1.861
O 1.673 2.405 -2.607
C 2.661 1.651 -3.013
C 3.189 0.985 -1.900
H 3.942 1.582 -1.143
H 4.187 0.225 -2.180
O 2.313 0.132 -1.310
C 1.892 0.677 -0.171
O 2.336 1.629 0.505
C 0.894 -0.239 0.358
C 0.270 -1.236 -0.315
N -0.931 -1.787 0.380
C -1.279 -1.619 1.471
C -0.962 -0.373 2.115
C 0.309 0.334 1.757
H 0.541 1.247 2.329
H -1.275 -0.071 3.198
N -2.459 -2.434 1.880
C -3.117 -2.127 3.030
N -4.138 -2.998 2.985
C -3.558 -3.904 2.034
N -2.667 -3.542 1.311
C -4.330 -5.158 1.799
H -5.654 -4.976 1.256
H -4.528 -5.855 2.615
H -4.129 -5.485 0.984
H -3.179 -1.381 3.546
H 0.762 -1.561 -1.011
H 2.210 0.966 -3.619
H 3.529 2.084 -3.686
H 3.030 4.195 -2.575
H 2.595 3.396 -0.914
H 0.743 5.115 -2.799
H 0.287 4.376 -1.279
H 1.543 5.439 -1.402
```

Summary:
Kohn-Sham gap	9.0	eV
total charge	0
multiplicity	1
M	276.3	g mol⁻¹
energy	-949.24767	a.u.
energy above the lowest of the compared OMol25 structures with the same formula, charge and spin	1352.3	kJ/mol

***

Entry 8:
Here is a molecular structure, C27H47NOPRe in a non-equilibrium geometry from the Open Molecules 2025 dataset. Energies are from ωB97M-V/def2-TZVPD.

Structure (XYZ):
```
78
Properties=species:S:1:pos:R:3
Re -1.411 -0.241 -0.443
C -2.555 -0.536 1.310
C -2.191 0.863 1.217
C -2.792 1.403 0.036
H -1.626 1.441 1.952
C -3.573 0.367 -0.578
C -3.381 -0.843 0.169
H -3.845 -1.803 -0.020
H -2.367 -1.196 2.130
H -2.725 2.444 -0.293
H -4.241 0.505 -1.407
C -0.050 -0.497 -2.344
C -1.093 -1.527 -2.188
C -2.332 -0.959 -2.689
H -0.918 -2.555 -1.972
C -2.051 0.350 -3.247
C -0.658 0.663 -2.981
H -0.145 1.577 -3.255
H 1.006 -0.653 -2.252
H -3.250 -1.492 -2.792
H -2.710 0.950 -3.839
O 0.203 3.056 -0.280
C -2.470 4.509 -3.194
C -1.733 4.848 -2.072
C -3.719 3.731 -2.935
C -1.648 4.188 -4.410
C -0.326 4.107 -0.635
H -2.342 5.268 -1.307
H -1.047 5.637 -2.329
H 0.452 4.911 -0.969
H -1.027 4.498 0.221
H -4.560 4.041 -3.561
H -4.073 3.945 -1.911
H -3.670 2.662 -3.058
H -1.875 4.849 -5.257
H -1.668 3.184 -4.783
H -0.594 4.475 -4.183
C 1.822 -3.243 -0.855
C 1.369 -3.154 0.610
C -0.059 -3.739 0.662
C 2.315 -4.025 1.453
P 1.358 -1.379 1.245
N 0.052 -0.686 0.467
C 1.005 -1.331 3.094
C 2.183 -1.765 3.995
C 0.613 0.110 3.468
C -0.172 -2.269 3.414
C 2.819 -0.271 0.858
C 2.400 1.197 1.061
C 4.041 -0.608 1.735
C 3.259 -0.390 -0.605
H 1.665 -4.282 -1.189
H 2.891 -3.042 -0.982
H 1.233 -2.595 -1.516
H -0.062 -4.680 0.093
H -0.383 -3.984 1.675
H -0.796 -3.071 0.196
H 3.341 -3.629 1.478
H 1.958 -4.180 2.478
H 2.367 -5.020 0.980
H 2.919 -0.968 4.150
H 1.768 -1.999 4.988
H 2.701 -2.665 3.641
H -0.057 0.564 2.730
H 0.091 0.088 4.436
H 1.495 0.747 3.612
H -0.988 -2.176 2.690
H 0.146 -3.318 3.491
H -0.573 -1.990 4.400
H 2.222 1.463 2.103
H 3.218 1.838 0.703
H 1.511 1.478 0.477
H 4.252 -1.686 1.774
H 4.925 -0.128 1.286
H 3.955 -0.216 2.755
H 3.645 -1.383 -0.855
H 2.462 -0.100 -1.294
H 4.094 0.314 -0.753
```

Summary:
Kohn-Sham gap (alpha / beta)	3.6 / 5.8	eV
total charge	-1
multiplicity	4
M	618.9	g mol⁻¹
energy	-1606.33202	a.u.
energy above the lowest of the compared OMol25 structures with the same formula, charge and spin	113.2	kJ/mol

***

Number 8 is which compound?
C27H47NOPRe